Entry from the OMol25 dataset: a 5-piece molecular cluster, C14H22O13 overall at a distorted geometry (wB97M-V/def2-TZVPD).

Results
- HOMO-LUMO gap (hartree) = 0.388
- SMILES = O=C1OCCO1.O=C1OCCO1.O=C1OCCO1.O=C1OCCO1.CCO

Each line ends with the natural charge from an NBO analysis.
Element x y z (Å)
O 5.26 -2.37 -5.29  -0.577
C 4.74 -1.37 -4.92  0.966
O 3.41 -1.20 -4.80  -0.484
C 3.18 0.16 -4.51  -0.104
C 4.49 0.63 -3.84  -0.096
O 5.41 -0.26 -4.53  -0.498
H 3.07 0.76 -5.42  0.173
H 2.33 0.37 -3.87  0.217
H 4.41 0.43 -2.78  0.199
H 4.83 1.63 -4.07  0.203
O 1.35 -3.99 3.66  -0.547
C 0.71 -3.76 2.70  0.974
O -0.55 -4.32 2.53  -0.510
C -1.02 -4.05 1.21  -0.100
C 0.26 -3.55 0.54  -0.106
O 0.98 -3.00 1.63  -0.501
H -1.36 -4.97 0.74  0.199
H -1.78 -3.27 1.21  0.185
H 0.08 -2.80 -0.23  0.219
H 0.86 -4.36 0.14  0.187
O 2.07 0.72 -1.35  -0.613
C 1.13 0.62 -0.65  0.985
O 0.74 1.57 0.20  -0.491
C -0.41 1.21 0.96  -0.096
C -0.71 -0.22 0.43  -0.097
O 0.27 -0.43 -0.61  -0.507
H -0.22 1.23 2.02  0.206
H -1.28 1.80 0.70  0.197
H -1.70 -0.37 0.02  0.213
H -0.41 -0.99 1.14  0.200
O -2.95 -0.40 2.16  -0.615
C -3.71 -0.73 3.01  0.985
O -5.00 -0.48 3.09  -0.471
C -5.58 -1.05 4.24  -0.099
C -4.37 -1.69 4.95  -0.104
O -3.34 -1.58 3.99  -0.476
H -6.08 -0.28 4.83  0.194
H -6.41 -1.71 4.01  0.196
H -4.51 -2.71 5.30  0.206
H -4.20 -1.15 5.89  0.188
C 0.90 6.03 -1.62  -0.635
C 0.39 4.63 -1.31  -0.077
O 0.35 3.91 -2.55  -0.724
H 0.18 6.56 -2.24  0.207
H 1.87 6.06 -2.11  0.213
H 1.02 6.74 -0.79  0.209
H -0.62 4.64 -0.89  0.160
H 1.06 4.21 -0.56  0.174
H 0.86 3.11 -2.36  0.473

Entry from the OMol25 dataset: C14H23As2N2O3Ti as an isolated structure at a distorted geometry (wB97M-V/def2-TZVPD).

Results
- HOMO-LUMO gap (alpha / beta) (hartree) = 0.132 / 0.206
- relative energy (zero: lowest compared OMol25 entry of this formula, charge and spin) (kJ/mol) = 0.0
- 2S+1 = 3
- charge = -1

Each line ends with the natural charge from an NBO analysis.
Element x y z (Å)
Ti -0.21 -0.06 0.22  1.014
C -2.08 -0.83 3.93  -0.654
C -1.22 -0.93 2.71  0.082
N -0.24 -0.06 2.36  -0.362
O -0.27 1.11 3.19  -0.614
C -1.42 -2.03 1.81  0.053
C -1.65 -3.37 2.45  -0.658
N -1.31 -1.87 0.48  -0.226
O -1.39 -2.92 -0.32  -0.705
H -2.29 0.22 4.13  0.229
H -1.63 -1.23 4.85  0.182
H -3.02 -1.35 3.77  0.208
H 0.08 1.79 2.59  0.463
H -1.25 -3.38 3.47  0.194
H -1.14 -4.12 1.84  0.234
H -2.70 -3.69 2.49  0.196
C 0.03 1.18 -3.99  -0.933
As 0.05 -0.04 -2.47  1.021
C -1.31 -1.27 -3.12  -0.960
C 1.72 -1.03 -2.88  -0.330
C 1.95 -1.69 -4.08  -0.204
C 3.13 -2.37 -4.31  -0.214
C 4.11 -2.38 -3.33  -0.235
C 3.91 -1.71 -2.14  -0.162
C 2.72 -1.01 -1.90  -0.327
As 2.41 -0.09 -0.16  0.940
C 4.15 -0.37 0.68  -0.955
C 2.72 1.80 -0.61  -0.931
H 0.03 0.58 -4.90  0.213
H 0.86 1.88 -4.01  0.225
H -0.90 1.75 -3.93  0.235
H -1.19 -1.54 -4.17  0.193
H -2.23 -0.69 -2.98  0.231
H -1.34 -2.14 -2.46  0.304
H 1.16 -1.70 -4.83  0.205
H 3.29 -2.90 -5.25  0.206
H 5.04 -2.92 -3.49  0.204
H 4.68 -1.72 -1.39  0.195
H 4.96 -0.09 0.01  0.214
H 4.28 -1.40 1.01  0.234
H 4.16 0.27 1.56  0.236
H 3.69 1.98 -1.06  0.212
H 2.65 2.32 0.34  0.230
H 1.92 2.16 -1.26  0.243
O -1.09 1.35 0.06  -0.921

Entry from the OMol25 dataset: C14H23BN6ORe as an isolated structure at a distorted geometry (wB97M-V/def2-TZVPD).

Results
- HOMO-LUMO gap (alpha / beta) (hartree) = 0.238 / 0.192
- relative energy (zero: lowest compared OMol25 entry of this formula, charge and spin) (kJ/mol) = 0.0
- 2S+1 = 4
- charge = +4

Each line ends with the natural charge from an NBO analysis.
Element x y z (Å)
C -1.93 1.52 0.71  0.075
N -0.80 1.31 0.00  -0.294
N -0.70 2.31 -0.94  -0.258
C -1.77 3.11 -0.85  0.172
C -2.58 2.65 0.19  0.056
B 0.48 2.27 -1.94  0.494
N 1.80 2.16 -1.14  -0.341
N 1.95 1.26 -0.06  -0.388
C 3.07 1.64 0.63  0.086
C 3.69 2.68 -0.07  -0.240
C 2.87 2.98 -1.14  0.186
Re 0.77 -0.35 0.30  1.687
N 0.28 0.97 -2.76  -0.257
N 0.19 -0.22 -2.09  -0.266
C 0.04 -1.20 -3.00  0.090
C -0.01 -0.62 -4.28  0.063
C 0.13 0.75 -4.08  0.153
H 0.00 -2.23 -2.68  0.294
H 0.16 1.60 -4.76  0.312
H -0.10 -1.13 -5.21  0.315
H 0.44 3.24 -2.66  0.067
H 2.94 3.75 -1.90  0.296
H -1.88 3.94 -1.53  0.307
H 4.62 3.15 0.24  0.322
H -3.50 3.07 0.54  0.313
H 3.34 1.17 1.55  0.269
H -2.18 0.84 1.52  0.292
H 2.53 -2.06 0.93  0.328
C 2.10 -1.21 1.50  -0.918
H 2.93 -0.55 1.81  0.279
H 1.22 -1.57 -0.59  0.094
H 1.60 -1.60 2.41  0.326
C -0.90 -3.44 1.30  -0.643
C -1.34 -2.11 1.90  0.250
C -2.84 -1.90 1.71  -0.628
C -1.03 -2.06 3.39  -0.632
O -0.69 -1.02 1.21  -0.498
H -1.48 -4.25 1.77  0.298
H 0.17 -3.64 1.50  0.227
H -1.07 -3.48 0.22  0.217
H -3.40 -2.71 2.18  0.295
H -3.15 -0.96 2.18  0.213
H -3.09 -1.88 0.64  0.223
H 0.03 -2.24 3.60  0.224
H -1.32 -1.09 3.82  0.238
H -1.61 -2.84 3.89  0.299

Entry from the OMol25 dataset: C14H23BaNS4 as an isolated structure at a distorted geometry (wB97M-V/def2-TZVPD).

Results
- HOMO-LUMO gap (hartree) = 0.178
- relative energy (zero: lowest compared OMol25 entry of this formula, charge and spin) (kJ/mol) = 175.0

Each line ends with the Löwdin charge.
Element x y z (Å)
Ba 0.31 0.32 -0.23  1.401
S -0.41 -2.39 -0.75  0.706
S -0.53 2.97 -0.83  0.687
C 1.21 -3.06 -0.36  -0.398
C -0.37 -2.16 -2.56  -0.449
C 0.35 -0.97 -3.19  -0.277
N -0.25 0.29 -2.78  -0.308
C 0.40 1.52 -3.18  -0.286
C -0.33 2.74 -2.62  -0.454
H -1.44 -2.17 -2.84  0.081
H 0.09 -3.09 -2.89  0.082
H 0.24 -1.03 -4.29  0.130
H 1.42 -0.97 -2.94  0.124
H 0.37 1.56 -4.28  0.129
H 1.46 1.51 -2.86  0.121
H -1.36 2.78 -2.99  0.083
H 0.18 3.66 -2.91  0.082
C 0.98 3.75 -0.28  -0.385
H -1.25 0.31 -2.98  0.102
H 1.89 3.39 -0.77  0.054
H 1.06 3.64 0.81  0.014
H 0.75 4.78 -0.55  0.039
H 1.34 -3.01 0.73  0.026
H 2.06 -2.58 -0.86  0.047
H 1.06 -4.09 -0.69  0.037
C -2.30 0.36 0.43  -0.257
C -2.44 0.29 -0.91  -0.222
H -2.19 1.34 0.97  0.007
H -2.09 -0.55 1.06  0.074
H -2.51 1.21 -1.53  0.052
H -2.42 -0.69 -1.44  0.040
S -0.15 1.73 2.48  0.468
C 0.15 0.33 3.32  -0.821
C -0.65 0.03 4.46  -0.156
C -0.44 -1.11 5.22  -0.131
C 0.58 -2.01 4.87  -0.132
C 1.38 -1.76 3.75  -0.161
C 1.22 -0.60 2.94  -0.842
S 2.25 -0.34 1.66  0.341
H -1.44 0.73 4.73  0.086
H -1.07 -1.30 6.10  0.091
H 0.73 -2.91 5.48  0.089
H 2.17 -2.47 3.50  0.084

Entry from the OMol25 dataset: C14H23CrN2PS as an isolated structure at a distorted geometry (wB97M-V/def2-TZVPD).

Results
- HOMO-LUMO gap (alpha / beta) (hartree) = 0.210 / 0.225
- 2S+1 = 5

Each line ends with the natural charge from an NBO analysis.
Element x y z (Å)
C -0.66 -2.57 -2.96  -0.235
C -1.00 -1.23 -3.14  -0.210
C -0.55 -0.25 -2.23  -0.090
C 0.25 -0.64 -1.16  -0.357
C 0.62 -1.98 -1.01  -0.079
C 0.16 -2.95 -1.90  -0.210
C -0.83 1.21 -2.49  -0.447
C -1.45 2.11 -1.40  -0.213
N -1.29 1.62 0.01  -0.508
Cr 0.69 0.87 0.20  0.413
C 1.46 -2.39 0.18  -0.746
P 1.28 -1.15 1.50  1.155
H -1.63 -0.92 -3.97  0.199
H 0.45 -3.99 -1.74  0.201
H -1.02 -3.32 -3.66  0.210
H 2.53 -2.45 -0.08  0.250
H 1.14 -3.36 0.61  0.237
H 0.11 1.71 -2.80  0.220
H -1.51 1.27 -3.35  0.217
H -1.00 3.11 -1.46  0.207
C 2.47 -1.34 2.82  -0.964
C -0.33 -1.53 2.25  -0.969
H -2.53 2.23 -1.57  0.186
C -2.30 0.59 0.34  -0.417
C -1.51 2.76 0.95  -0.416
H 1.93 0.33 1.16  -0.116
H -3.30 1.03 0.20  0.182
H -2.19 -0.29 -0.29  0.238
H -2.18 0.31 1.39  0.205
H -2.55 3.08 0.88  0.189
H -1.29 2.43 1.97  0.213
H -0.84 3.60 0.70  0.211
H -0.27 -2.48 2.78  0.222
H -0.59 -0.72 2.94  0.235
H -1.12 -1.61 1.50  0.253
H 2.48 -2.37 3.21  0.238
H 3.47 -1.06 2.48  0.262
H 2.18 -0.66 3.63  0.253
H 1.17 2.29 1.44  0.087
S 1.72 3.03 0.31  -0.010
C 3.34 2.86 0.73  0.040
N 4.48 2.84 1.01  -0.335

Entry from the OMol25 dataset: C14H23GeN4STc as an isolated structure at a distorted geometry (wB97M-V/def2-TZVPD).

Results
- HOMO-LUMO gap (alpha / beta) (hartree) = 0.231 / 0.245
- 2S+1 = 4
- charge = +1

Each line ends with the natural charge from an NBO analysis.
Element x y z (Å)
Tc -1.13 -0.07 -0.69  0.938
C 0.43 -5.07 -3.63  -0.615
C 0.84 -4.57 -2.24  -0.225
N 1.40 -3.24 -2.29  -0.543
C 0.76 -2.13 -1.97  0.345
S -0.94 -2.25 -1.51  -0.151
N 1.39 -0.99 -1.96  -0.423
N 0.72 0.08 -1.53  -0.249
C 1.34 1.26 -1.46  0.221
C 2.77 1.44 -1.84  -0.683
C 0.49 2.31 -1.03  0.177
C 0.76 3.69 -1.12  -0.211
C -0.22 4.60 -0.78  -0.112
C -1.48 4.14 -0.38  -0.238
C -1.68 2.78 -0.28  0.078
N -0.74 1.88 -0.57  -0.495
H 0.06 -6.08 -3.55  0.227
H 1.29 -5.06 -4.30  0.212
H -0.34 -4.43 -4.04  0.216
H 1.59 -5.24 -1.80  0.213
H -0.03 -4.55 -1.58  0.225
H 2.36 -3.15 -2.61  0.419
H 3.24 0.47 -1.93  0.272
H 3.29 2.03 -1.09  0.240
H 2.86 1.96 -2.80  0.250
H 1.72 4.02 -1.47  0.247
H -0.03 5.66 -0.84  0.245
H -2.27 4.82 -0.14  0.251
H -2.63 2.38 0.05  0.229
C -2.02 1.96 2.93  -1.072
Ge -1.09 0.20 2.97  1.527
C -2.03 -1.08 4.16  -1.052
C 0.79 0.38 3.59  -1.057
C -1.00 -0.65 1.19  -0.723
H -2.09 2.35 3.94  0.247
H -3.03 1.85 2.54  0.230
H -1.48 2.68 2.32  0.218
H -2.02 -0.69 5.18  0.242
H -1.52 -2.04 4.16  0.236
H -3.06 -1.23 3.86  0.238
H 0.78 0.67 4.64  0.241
H 1.33 1.13 3.02  0.227
H 1.30 -0.57 3.50  0.235
H -0.66 -1.67 1.36  0.201